# 1
ORCA calculation (ωB97M-V/def2-TZVPD) on an isolated molecule of C4H3ClO2 at a distorted geometry.

The geometry in ORCA input format:
```
! wB97M-V def2-TZVPD RIJCOSX def2/J DEFGRID3
* xyz 0 1
O 0.18513 2.02794 -0.07660
C 0.20406 0.70651 -0.12346
C -0.99798 -0.10551 -0.11547
C -0.59763 -1.39277 -0.01073
O 0.73803 -1.48581 -0.05976
C 1.22032 -0.15606 -0.17392
Cl 2.88644 0.18422 -0.06538
H -0.61965 2.20435 0.38087
H -2.00960 0.44482 -0.04021
H -1.00911 -2.42768 0.28465
*
```

**SMILES**: Oc1ccoc1Cl
**LUMO level**: 0.67 eV
**ΔE to the lowest compared entry with this formula, charge and spin**: 27.53 kcal per mole

=====

# 2
ORCA calculation (ωB97M-V/def2-TZVPD) on a cluster of 2 separate species, C4H3ClSi in total at a distorted geometry.

The geometry in ORCA input format:
```
! wB97M-V def2-TZVPD RIJCOSX def2/J DEFGRID3
* xyz 0 1
C 1.32086 -3.01871 0.18012
C -1.45105 2.87504 0.47057
C 0.60037 -2.07998 0.37532
C -1.61960 1.74505 0.06278
Si -1.86649 -0.05800 -0.26138
Cl -3.57959 -0.76543 0.28489
H 1.77636 -3.92557 -0.13092
H -1.37461 3.75893 0.86993
H -0.87798 -0.57076 -1.24204
*
```

**LUMO level (alpha / beta)**: -2.11 / -2.11 eV
**ΔE to the lowest compared entry with this formula, charge and spin**: 125.99 kcal per mole

=====

Q: What is the formula in the first record?
A: C4H3ClO2

=====

Q: Which formula does entry 2 have?
A: C4H3ClSi

=====

Q: Which value of ΔE to the lowest compared entry with this formula, charge and spin does entry 1 give?
A: 27.53 kcal per mole

=====

Q: Which of these has the highest ΔE to the lowest compared entry with this formula, charge and spin?
A: C4H3ClSi